{
  "formula": "FNO3S",
  "method": "wB97M-V/def2-TZVPD",
  "spin_multiplicity": 1,
  "orbital_gap_ev": 9.46,
  "e_homo_ev": -10.8,
  "e_tot_ev": -21179.7469,
  "total_charge": 0,
  "elements": ["N", "O", "O", "O", "F", "S"],
  "xyz": [[0.4039, -0.2794, -1.6409], [-0.7031, -0.1938, -0.7445], [1.4585, -0.2325, -1.1590], [-0.1206, 1.6109, 1.2518], [-0.0516, -1.0532, 1.4674], [-0.9872, 0.1480, 0.8252]],
  "forces_ev_per_angstrom": [[2.994, 0.090, -0.138], [-2.204, 0.107, 1.290], [-1.507, -0.011, -0.443], [-4.114, -6.923, -2.121], [-0.945, 1.105, -0.587], [5.776, 5.631, 1.999]],
  "mulliken_charge": [0.416, -0.235, -0.221, -0.491, -0.212, 0.742]
}

***

{
  "formula": "FNO4P",
  "method": "wB97M-V/def2-TZVPD",
  "spin_multiplicity": 1,
  "orbital_gap_ev": [7.94, 7.94],
  "e_homo_ev": [-5.1, -5.1],
  "e_tot_ev": -21685.9121,
  "total_charge": -1,
  "elements": ["N", "O", "O", "O", "O", "F", "P"],
  "xyz": [[-0.7380, 0.1495, -1.1236], [0.1985, -1.7395, 1.3089], [0.5209, 0.8556, 1.3899], [1.3437, -0.4130, -0.5799], [-1.2818, 0.1029, -0.0733], [-0.5278, 1.4849, -1.6129], [0.4845, -0.4404, 0.6909]],
  "forces_ev_per_angstrom": [[-0.680, -1.369, -1.539], [-0.723, -0.322, 0.103], [-0.479, 0.162, 0.803], [-1.596, -0.292, 0.660], [-0.991, 1.404, -1.367], [-0.463, 0.591, 0.551], [4.932, -0.174, 0.789]],
  "mulliken_charge": [0.344, -0.669, -0.637, -0.606, -0.213, -0.206, 0.986]
}

***

{
  "formula": "FeH15O8",
  "method": "wB97M-V/def2-TZVPD",
  "spin_multiplicity": 6,
  "orbital_gap_ev": [5.63, 4.36],
  "e_homo_ev": [-16.7, -16.7],
  "e_tot_ev": -50988.1060,
  "s2": 8.7569,
  "total_charge": 2,
  "elements": ["Fe", "O", "H", "O", "H", "H", "O", "H", "H", "O", "H", "H", "O", "H", "H", "O", "H", "H", "O", "H", "H", "O", "H", "H"],
  "xyz": [[-18.1234, 9.7020, -12.8894], [-15.5588, 10.7118, -13.0058], [-14.7569, 11.1321, -12.6384], [-14.5864, 6.2326, -14.2929], [-14.2617, 7.1005, -14.5327], [-13.7985, 5.6944, -14.2164], [-18.4397, 8.8600, -15.5944], [-19.2967, 8.6878, -15.9846], [-17.8332, 8.8532, -16.3349], [-17.2724, 7.0214, -11.8782], [-16.5869, 6.4595, -12.2396], [-17.4891, 6.6236, -11.0350], [-19.0595, 12.3448, -13.7763], [-18.7701, 13.0897, -13.2493], [-19.4898, 12.7401, -14.5345], [-18.0739, 10.5806, -9.9979], [-18.7438, 10.6608, -9.3190], [-17.3193, 11.0540, -9.6476], [-13.0349, 13.5739, -11.8607], [-13.3722, 13.0890, -11.1075], [-13.6924, 13.4438, -12.5440], [-12.6100, 10.3899, -15.0831], [-12.8384, 10.8988, -15.8609], [-13.3364, 10.5382, -14.4775]],
  "forces_ev_per_angstrom": [[0.694, 0.070, -0.254], [-0.836, -0.410, -0.233], [0.061, 0.053, 0.296], [-0.588, 0.225, 0.293], [0.270, 0.149, -0.192], [0.250, -0.280, 0.000], [0.060, 0.448, 1.546], [-0.529, -0.117, -0.047], [0.557, 0.047, -0.209], [-0.541, 1.316, -0.395], [0.527, -0.186, -0.583], [-0.253, -0.016, 0.447], [0.556, -1.233, 0.626], [0.099, 0.315, 0.320], [-0.276, -0.089, -0.521], [0.106, -0.388, -1.313], [-0.518, -0.076, 0.205], [0.391, 0.153, 0.095], [-0.042, -0.287, -0.124], [0.101, 0.029, 0.481], [-0.080, 0.319, -0.345], [-0.058, -0.283, 0.216], [0.100, 0.184, -0.349], [-0.051, 0.057, 0.039]],
  "mulliken_charge": [1.595, -0.286, 0.325, -0.629, 0.311, 0.334, -0.551, 0.326, 0.319, -0.580, 0.326, 0.325, -0.566, 0.329, 0.318, -0.569, 0.323, 0.323, -0.573, 0.308, 0.284, -0.581, 0.333, 0.255]
}

***

{
  "formula": "FeNO3Pb3",
  "method": "wB97M-V/def2-TZVPD",
  "spin_multiplicity": 5,
  "orbital_gap_ev": [10.08, 9.20],
  "e_homo_ev": [-37.0, -37.0],
  "e_tot_ev": -57637.9960,
  "s2": 6.0041,
  "total_charge": 7,
  "elements": ["Fe", "Pb", "Pb", "Pb", "N", "O", "O", "O"],
  "xyz": [[-8.3324, -5.0732, 2.9593], [-9.7189, -5.7470, -2.1658], [-14.3949, -4.2920, 1.7133], [-12.3405, -8.2116, 3.5583], [-10.9251, -5.8293, 1.4526], [-10.2011, -4.9548, 2.0538], [-12.0011, -6.1688, 2.1017], [-10.9883, -6.1635, 0.2489]],
  "forces_ev_per_angstrom": [[1.180, 1.065, 0.751], [0.764, -0.121, -2.542], [-2.150, 1.521, -0.067], [-0.688, -2.300, 1.386], [-4.088, 0.239, -1.444], [1.311, -1.702, -1.047], [1.232, 0.030, 0.533], [2.440, 1.268, 2.431]],
  "mulliken_charge": [1.744, 1.935, 1.947, 1.860, 1.147, -0.644, -0.608, -0.380]
}

***

{
  "formula": "H10KO5",
  "method": "wB97M-V/def2-TZVPD",
  "spin_multiplicity": 1,
  "orbital_gap_ev": 9.43,
  "e_homo_ev": -13.8,
  "e_tot_ev": -26719.1893,
  "total_charge": 1,
  "elements": ["K", "O", "H", "H", "O", "H", "H", "O", "H", "H", "O", "H", "H", "O", "H", "H"],
  "xyz": [[12.5053, -28.5783, -7.8180], [12.4952, -27.6687, -2.7934], [13.0323, -28.1043, -2.1316], [11.7718, -27.2829, -2.2994], [17.2986, -27.5028, -7.2956], [17.9254, -27.8356, -7.9380], [17.8367, -27.0432, -6.6511], [10.5228, -28.0578, -12.5593], [11.4572, -27.8540, -12.5977], [10.3290, -28.4562, -13.4078], [7.1593, -27.3377, -9.2472], [7.7955, -27.4998, -9.9438], [6.7385, -28.1855, -9.1045], [13.2274, -31.9101, -12.1769], [14.0525, -32.0655, -11.7172], [12.5517, -32.0733, -11.5189]],
  "forces_ev_per_angstrom": [[0.033, 0.101, 0.094], [0.024, -0.049, -0.387], [0.176, -0.110, 0.176], [-0.205, 0.138, 0.126], [-0.393, -0.096, -0.052], [0.185, -0.082, -0.179], [0.117, 0.149, 0.208], [-0.080, 0.015, 0.446], [0.219, 0.088, -0.142], [-0.113, -0.121, -0.252], [0.177, 0.137, 0.243], [0.094, 0.032, -0.323], [-0.233, -0.189, 0.037], [-0.049, 0.299, -0.052], [0.299, -0.141, 0.001], [-0.251, -0.171, 0.055]],
  "mulliken_charge": [0.991, -0.656, 0.328, 0.330, -0.654, 0.328, 0.328, -0.636, 0.313, 0.328, -0.638, 0.312, 0.325, -0.619, 0.318, 0.304]
}

***

{
  "formula": "H10LiO5",
  "method": "wB97M-V/def2-TZVPD",
  "spin_multiplicity": 1,
  "orbital_gap_ev": 12.19,
  "e_homo_ev": -15.6,
  "e_tot_ev": -10599.8493,
  "total_charge": 1,
  "elements": ["Li", "O", "H", "H", "O", "H", "H", "O", "H", "H", "O", "H", "H", "O", "H", "H"],
  "xyz": [[-0.0707, -0.1358, 0.0938], [-1.0768, 1.4702, -0.0612], [-1.9678, 1.4922, 0.5148], [-1.1978, 2.4252, 0.0318], [-1.7978, -0.5588, 0.7318], [-2.7108, -0.6998, 0.5838], [-1.9438, -1.0838, 1.6278], [1.5782, 1.0232, 0.4548], [2.3812, 0.6732, 0.4378], [1.5263, 1.9672, 0.5738], [1.2313, -1.4688, 0.4728], [2.0762, -1.6188, 0.0958], [1.0453, -2.2198, 0.9998], [0.0892, -0.2078, -1.9542], [0.0323, -1.0998, -2.0612], [0.8052, 0.0412, -2.5422]],
  "forces_ev_per_angstrom": [[0.565, 0.690, -0.458], [-4.344, 2.730, 2.480], [2.558, -1.788, -1.635], [1.792, 0.886, -1.227], [-0.505, -3.347, 4.597], [-1.893, 0.330, -1.933], [1.685, 1.373, -1.929], [-6.064, 1.788, -0.034], [5.576, -1.537, 0.138], [0.654, 0.254, 0.012], [-0.986, 0.522, -0.080], [1.219, -0.265, -0.620], [-0.203, -1.300, 0.865], [0.326, 3.388, 0.530], [-0.476, -4.119, -0.656], [0.097, 0.393, -0.049]],
  "mulliken_charge": [0.976, -0.600, 0.334, 0.279, -0.611, 0.280, 0.346, -0.539, 0.230, 0.272, -0.508, 0.270, 0.250, -0.570, 0.310, 0.281]
}